No. 1
The molecule C12H20N3OPS at a distorted geometry, computed with ωB97M-V with the def2-TZVPD basis set.

Geometry as XYZ:
```
38
Properties=species:S:1:pos:R:3:lowdin_charge:R:1
O 0.37 -1.65 2.11 -0.3521
N -0.30 0.24 -0.49 0.0669
S -1.50 -0.76 4.26 0.6175
C 0.12 1.01 0.46 -0.1759
C 1.39 0.87 -2.14 -0.0323
C -0.66 -0.25 -2.78 -0.0099
C 1.78 0.92 -3.48 -0.0462
C -0.25 -0.18 -4.11 -0.0579
C 0.16 0.33 -1.78 -0.2904
C 0.96 0.40 -4.49 -0.2933
N -2.01 -1.21 1.18 -0.2030
N -0.25 0.87 1.78 -0.1833
C -0.44 -2.14 4.91 -0.4222
C 1.42 0.43 -5.93 -0.0582
C -2.14 -2.68 0.99 -0.1511
C 0.18 3.04 2.80 -0.0728
C 0.67 1.58 2.69 -0.2655
P -0.78 -0.73 2.26 0.3874
H 0.88 1.81 0.23 0.1438
H 2.08 1.22 -1.41 0.0962
H -1.56 -0.76 -2.48 0.1023
H 2.75 1.39 -3.70 0.1164
H -0.94 -0.62 -4.85 0.1174
H -1.79 -0.78 0.28 0.0308
H -0.62 -2.28 5.98 0.0348
H -0.69 -3.03 4.37 0.0148
H 0.63 -1.92 4.77 0.0347
H 2.26 -0.27 -6.12 0.0853
H 0.57 0.14 -6.55 0.0697
H 1.77 1.46 -6.16 0.0819
H -2.20 -3.20 1.95 0.0626
H -3.04 -2.90 0.42 0.0773
H -1.27 -3.11 0.51 0.0696
H 0.38 3.55 1.88 0.0588
H -0.89 3.02 2.99 0.0782
H 0.66 3.54 3.64 0.0729
H 1.67 1.52 2.32 0.1056
H 0.66 1.11 3.68 0.0889
```

Energy relative to the best compared isomer or geometry (same formula, charge and spin) ... 5.6 kcal/mol
Total charge ... 0
E_tot ... -1448.35338 Ha
SMILES ... CCN(/C=N/c1ccc(C)cc1)[P@](=O)(NC)SC
HOMO level ... -8.056 eV
Multiplicity ... 1


No. 2
A structure of composition C12H20N8O2Pt, computed with ωB97M-V with the def2-TZVPD basis set.

Geometry as XYZ:
```
43
Properties=species:S:1:pos:R:3:lowdin_charge:R:1
Pt 1.59 -0.25 -0.31 1.2021
N 0.23 -1.64 0.33 -0.0538
C -0.58 -1.07 1.46 -0.2522
C -1.99 -1.65 1.54 -0.1314
C -2.90 -1.47 0.32 -0.1524
C -3.31 -0.03 -0.02 -0.1423
N -4.13 0.52 1.06 0.1024
C -4.16 1.78 1.50 -0.4256
N -3.44 2.73 0.92 0.2262
N -4.99 2.10 2.49 0.2179
C -0.58 0.46 1.34 -0.6191
O -1.30 1.11 2.07 0.0819
O 0.19 0.98 0.42 -0.2040
H -0.37 -1.76 -0.48 0.0957
H 0.60 -2.56 0.57 0.1146
H -0.05 -1.32 2.38 0.1638
H -2.46 -1.20 2.42 0.1243
H -1.91 -2.72 1.76 0.1282
H -3.81 -2.04 0.50 0.1258
H -2.47 -1.92 -0.58 0.1154
H -3.89 -0.03 -0.95 0.1377
H -2.44 0.60 -0.18 0.0994
H -4.77 -0.12 1.50 0.1631
H -2.65 2.48 0.35 0.1098
H -3.35 3.62 1.39 0.1395
H -5.50 1.39 2.99 0.1333
H -5.00 3.02 2.88 0.1350
N 5.09 -1.60 -1.89 0.1529
C 4.84 -2.80 -1.26 -0.0221
C 3.63 -2.66 -0.65 -0.0718
N 3.14 -1.40 -0.93 -0.0893
C 4.06 -0.78 -1.64 -0.2402
C 3.80 0.62 -1.91 -0.2426
N 2.68 1.09 -1.37 -0.0776
C 2.58 2.41 -1.72 -0.0575
C 3.66 2.73 -2.48 -0.0191
N 4.42 1.59 -2.59 0.1516
H 5.94 -1.38 -2.39 0.1820
H 5.52 -3.62 -1.30 0.1375
H 3.09 -3.38 -0.06 0.1172
H 1.75 3.02 -1.41 0.1265
H 3.95 3.65 -2.95 0.1363
H 5.28 1.51 -3.11 0.1808
```

Energy relative to the best compared isomer or geometry (same formula, charge and spin) ... 4.5 kcal/mol
Total charge ... +2
E_tot ... -1176.74547 Ha
HOMO level ... -14.428 eV
Multiplicity ... 1


No. 3
A cluster of 3 separate species, C12H20O8S in total at a distorted geometry, computed with ωB97M-V with the def2-TZVPD basis set.

Geometry as XYZ:
```
41
Properties=species:S:1:pos:R:3:lowdin_charge:R:1
C 0.43 1.06 -4.75 -0.0431
C 1.93 0.80 -4.53 -0.3430
C 2.41 1.37 -3.21 -0.0963
O 2.62 0.24 -2.37 0.1284
C 2.45 -0.84 -3.03 -0.5853
O 2.71 -1.95 -2.63 0.1333
O 2.03 -0.59 -4.32 0.0591
H 0.00 2.18 -4.85 0.1244
H 0.07 0.67 -3.78 0.0753
H -0.23 0.65 -5.58 0.0937
H 2.57 0.97 -5.46 0.1739
H 1.78 2.23 -2.81 0.1535
H 3.28 1.96 -3.50 0.1268
C 0.13 -3.02 1.18 -0.0614
C -0.54 -2.43 2.33 -0.3753
C -1.14 -3.46 3.24 -0.1344
O -0.53 -3.24 4.46 0.0819
C 0.44 -2.33 4.41 -0.5590
O 1.22 -2.15 5.32 0.1401
O 0.41 -1.78 3.20 0.0787
H 1.01 -3.80 1.53 0.1499
H 0.73 -2.25 0.49 0.1173
H -0.58 -3.66 0.42 0.1421
H -1.17 -1.58 2.18 0.1199
H -0.82 -4.50 3.02 0.1432
H -2.25 -3.39 3.07 0.1503
C -1.50 1.12 2.01 -0.2673
C -1.55 0.78 0.52 -0.1575
C -1.05 2.01 -0.32 -0.1669
S -0.68 3.24 0.89 0.6699
O -1.27 4.51 0.55 -0.3128
O 0.74 3.20 1.14 -0.2926
C -1.52 2.51 2.21 -0.2721
H -0.48 0.80 2.43 0.1493
H -2.25 0.61 2.50 0.0996
H -2.50 0.56 0.27 0.0757
H -1.17 -0.18 0.23 0.0973
H -1.89 2.40 -0.88 0.1106
H -0.21 1.92 -0.85 0.0405
H -2.52 2.67 2.07 0.0945
H -1.13 2.66 3.20 0.1377
```

Energy relative to the best compared isomer or geometry (same formula, charge and spin) ... 0.0 kcal/mol
Total charge ... 0
E_tot ... -1469.23063 Ha
SMILES ... C[C@H]1COC(=O)O1.C[C@H]1COC(=O)O1.O=S1(=O)CCCC1
HOMO level ... -10.906 eV
Multiplicity ... 1


No. 4
The molecule C12H21Br2F3O3 at a distorted geometry, computed with ωB97M-V with the def2-TZVPD basis set.

Geometry as XYZ:
```
41
Properties=species:S:1:pos:R:3:lowdin_charge:R:1
C 2.48 3.13 -0.24 -0.0958
O 1.74 1.95 -0.65 -0.1847
C 0.79 2.26 -1.66 -0.2976
C -0.47 3.11 -1.15 -0.1334
C -0.75 3.00 0.40 -0.1521
C -2.27 2.92 0.80 -0.7618
F -2.30 2.78 2.23 -0.0966
Br -3.27 4.60 0.43 0.7580
C -3.05 1.66 0.23 -0.7768
F -2.38 0.46 0.50 0.0050
F -3.42 1.78 -1.11 -0.0121
Br -4.78 1.55 1.24 0.7487
C 0.26 0.87 -2.28 -0.1223
O 1.10 -0.20 -1.75 -0.1773
C 0.25 -1.24 -1.23 -0.2002
C 1.10 -2.39 -0.48 -0.1401
C 0.52 -2.70 0.98 -0.1919
C -0.09 -4.19 1.06 -0.1687
C 1.05 -5.09 1.76 -0.2607
O 1.18 -4.68 3.14 -0.1107
H 3.56 3.11 -0.57 0.0966
H 2.45 3.20 0.89 0.1016
H 2.04 4.10 -0.64 0.0944
H 1.28 2.83 -2.52 0.1521
H -0.22 4.21 -1.38 0.1152
H -1.34 2.86 -1.82 0.1097
H -0.34 3.95 0.88 0.1268
H -0.20 2.15 0.92 0.1386
H -0.83 0.69 -2.01 0.1127
H 0.40 0.83 -3.41 0.1366
H -0.46 -0.79 -0.47 0.0980
H -0.34 -1.67 -2.10 0.1287
H 1.02 -3.34 -1.09 0.1028
H 2.17 -2.05 -0.35 0.1171
H 1.38 -2.57 1.72 0.1106
H -0.27 -1.96 1.30 0.0983
H -0.99 -4.25 1.75 0.1056
H -0.33 -4.61 0.04 0.1047
H 2.02 -4.91 1.22 0.1208
H 0.80 -6.19 1.76 0.1158
H 0.51 -5.17 3.65 0.0845
```

Total charge ... 0
E_tot ... -6143.05609 Ha
SMILES ... CO[C@H](CC[C@@](F)(Br)C(F)(F)Br)COCCCCCO
HOMO level ... -9.499 eV
Multiplicity ... 1